DFT (the ωB97M-V functional and the def2-TZVPD basis) results for a 3-piece molecular cluster, C14H36N2O10P3 overall.

## Properties
Calculated total energy ... -66420.52356 eV
HOMO-LUMO gap ... 0.1380 hartree
Multiplicity ... 1
HOMO level ... -3.92 eV
F_max ... 9.1 eV/Å
Total charge ... -1

Structure (XYZ):
```
65
Properties=species:S:1:pos:R:3:forces:R:3:mulliken_charge:R:1
H 7.54116 1.87890 2.05994 -0.16 0.10 0.06 0.306
H 6.35338 6.83705 0.23334 0.01 -0.32 -0.21 0.358
H -0.61255 -0.29635 2.30136 0.28 0.02 -1.06 0.070
C -3.49555 -2.86245 -3.24355 -0.52 -0.05 -0.19 -1.074
H 1.84286 3.51472 4.21746 0.04 0.01 -0.03 0.379
H -5.41104 -6.69340 -2.95190 0.00 -0.03 0.12 0.288
H -3.86111 -2.02356 -3.84269 0.10 0.00 0.02 0.254
H -6.05157 -0.16454 -2.99494 -0.10 -0.05 0.04 0.208
H -2.47336 -3.09733 -3.55028 0.02 0.13 0.21 0.420
H -1.27144 -0.15124 0.08564 0.56 0.12 0.25 0.014
O -6.51341 -2.77778 -2.76043 -0.63 0.71 0.42 -0.297
H -7.73939 0.36675 -2.81084 0.00 -0.06 0.02 0.399
H 3.44290 2.89046 3.77347 -0.18 0.00 -0.20 0.285
H 2.41745 -1.63872 2.11102 -0.60 0.46 -0.80 0.264
O 1.29160 -3.92119 1.06255 0.31 5.55 -2.52 -0.724
H -6.97177 -6.00661 -2.55372 -0.01 0.02 0.24 0.283
O 1.53674 -3.23761 -1.10630 -0.59 2.25 2.52 -0.731
H -4.11889 -3.72350 -3.48875 0.06 0.03 0.10 0.216
O -7.40196 -4.06611 -0.96736 -0.12 3.35 3.00 -0.765
H 7.49496 5.73086 2.13078 -0.04 0.11 -0.04 0.250
H 8.30330 1.81897 -0.27703 -0.08 0.02 0.03 0.404
H -6.87465 -0.36591 -1.45006 0.00 0.04 -0.07 0.300
H 2.92476 -0.44549 1.06196 -0.97 -0.50 0.37 0.194
N 2.08290 -0.86502 1.50316 0.68 -0.15 -0.07 -0.595
P 4.70253 3.64441 0.87742 0.87 2.48 8.60 1.133
H 2.05513 3.93735 1.79829 0.17 -0.11 0.11 0.356
O 6.01366 3.19463 1.78901 0.12 -0.40 -0.87 -0.309
O -5.13965 -4.45087 -1.41547 -0.06 0.61 0.94 -0.385
H 6.92065 2.79495 -0.79754 0.07 -0.03 0.01 0.299
C 2.69788 4.48543 2.48901 -0.24 -0.07 0.29 -0.374
N -1.49457 -2.39506 1.20646 -0.22 1.56 0.95 -0.533
O -4.81923 -2.13288 -1.28224 -3.03 0.75 2.33 -0.364
H -6.45945 -7.52181 -1.78480 0.04 0.02 -0.01 0.370
H -7.70759 -1.75716 -4.05038 0.08 -0.15 0.05 0.302
O 3.98349 4.71966 1.91913 -0.12 0.23 -1.20 -0.394
H -3.12124 -3.32521 -1.15107 -0.08 0.15 -0.11 0.295
H 4.79617 6.69469 1.00293 0.08 -0.16 0.14 0.253
H -4.51295 -6.26338 -0.74222 0.03 0.22 -0.07 0.356
C -7.01374 -0.40364 -2.53605 0.02 0.11 0.06 -0.996
H -2.87492 -1.66203 -1.60105 -0.35 0.11 0.24 0.129
C -7.49625 -1.77445 -2.97818 -0.06 0.14 -0.18 -0.371
H 1.32641 -0.76488 -0.49155 -0.40 -0.86 1.20 0.272
H 8.15441 3.51637 0.23369 -0.04 -0.10 0.00 0.207
P -6.17292 -3.17243 -1.18367 3.48 -5.10 -6.70 1.078
C 1.13047 -1.35458 0.46656 0.51 0.03 -0.30 0.238
C 7.60081 2.59484 0.03781 0.02 0.05 -0.10 -1.003
C -5.45779 -5.77570 -1.00260 0.05 -0.28 -0.06 -0.399
P -0.66450 -1.02977 1.04643 0.00 -2.08 0.43 0.108
O 5.64578 4.94392 0.27944 -1.23 -2.25 -2.26 -0.412
H -8.42268 -2.04446 -2.46064 -0.03 -0.02 -0.03 0.290
H 5.97532 5.57202 2.99371 -0.04 0.06 -0.14 0.201
C 1.32823 -2.90855 0.12539 0.18 -5.99 -0.05 0.328
C 6.83486 2.15294 1.27259 0.29 -0.23 -0.02 -0.289
H 2.23125 5.46536 2.63567 0.20 0.03 -0.08 0.313
C -6.11900 -6.54301 -2.13114 -0.05 -0.04 -0.28 -1.075
O 3.80109 2.47632 1.29391 0.49 0.06 -4.51 -0.676
H -6.06320 -5.77040 -0.09471 -0.09 0.05 -0.19 0.343
C -3.53102 -2.52181 -1.76518 1.33 -0.66 0.14 0.149
C 6.50100 6.17008 2.24864 0.03 -0.42 0.21 -0.946
H -1.80208 -2.39877 2.20101 0.19 -0.39 -0.96 0.152
C 5.77214 6.21148 0.91827 -0.33 0.92 0.15 -0.183
H 6.22261 1.27254 1.05382 0.01 0.00 0.05 0.232
H 6.60657 7.18074 2.65179 0.00 0.02 -0.19 0.384
H 3.31081 4.45208 4.55463 -0.10 0.02 -0.07 0.298
C 2.82620 3.79013 3.83003 0.16 -0.05 0.22 -1.082
```
Forces are in eV/Å.